{"formula": "C3H9IOSSi", "method": "ωB97M-V/def2-TZVPD", "elements": ["C", "C", "C", "O", "Si", "S", "I", "H", "H", "H", "H", "H", "H", "H", "H", "H"], "xyz": [[1.067, -0.864, -1.630], [-1.401, 0.535, -0.137], [1.458, 0.166, 1.185], [-0.436, 2.359, -2.235], [0.407, 0.345, -0.374], [0.764, 2.356, -1.396], [0.279, 3.967, 0.414], [0.692, -1.928, -1.593], [0.819, -0.370, -2.594], [2.123, -0.883, -1.453], [-1.691, 0.864, -1.138], [-1.704, -0.439, 0.087], [-1.741, 1.165, 0.673], [2.487, 0.510, 1.158], [0.958, 0.533, 2.121], [1.450, -0.946, 1.289]], "forces_ev_per_angstrom": [[-1.57, -0.37, -0.37], [0.89, 0.76, -0.52], [-1.24, -0.53, 0.72], [-1.89, 0.28, -2.01], [1.44, 0.23, 0.87], [2.32, -2.28, -0.16], [-0.47, 2.31, 2.30], [0.18, 1.20, -0.06], [0.37, -0.74, 0.25], [0.73, 0.04, -0.20], [-0.72, -0.09, 0.31], [-1.01, -1.77, 0.08], [0.15, 0.45, -0.12], [0.03, 0.03, -0.14], [0.47, -0.03, -0.96], [0.31, 0.52, 0.02]], "relative_energy_kcal_mol": 0.0, "orbital_gap_ev": [6.85, 6.50], "spin_multiplicity": 3, "homo_ev": [-6.3, -9.1], "e_lumo_ev": [0.54, -2.60], "charge": 0}

---

{"formula": "C7H11N2S2", "method": "ωB97M-V/def2-TZVPD", "elements": ["C", "C", "C", "C", "C", "C", "C", "N", "N", "S", "S", "H", "H", "H", "H", "H", "H", "H", "H", "H", "H", "H"], "xyz": [[-3.054, 0.808, -0.822], [-3.792, -0.285, -0.431], [-1.508, -0.440, 0.168], [1.648, 0.427, -0.927], [2.225, -0.983, -1.155], [0.258, -0.670, 0.575], [0.333, -1.003, 2.056], [-1.710, 0.701, -0.515], [0.908, 0.494, 0.287], [-2.794, -1.440, 0.345], [0.684, -1.926, -0.736], [-3.585, 1.502, -1.403], [-4.814, -0.504, -0.580], [2.460, 1.151, -0.783], [1.052, 0.631, -1.826], [2.586, -1.053, -2.122], [2.989, -1.261, -0.411], [0.013, -0.168, 2.648], [1.460, -1.104, 2.199], [-0.230, -1.891, 2.246], [1.370, 0.877, 1.074], [-1.003, 1.412, -0.461]], "forces_ev_per_angstrom": [[-1.37, -1.99, 0.33], [1.60, 0.89, -0.22], [4.82, 0.89, 0.12], [2.04, 0.56, -0.87], [-1.50, 0.52, 3.30], [-3.82, -1.09, -0.23], [2.20, -0.20, -1.37], [-2.26, -1.97, 1.31], [-0.78, 0.41, -0.74], [-0.28, -0.01, 0.13], [0.62, 0.04, 0.36], [0.31, 1.56, -0.59], [-0.87, 0.13, -0.27], [-0.14, 0.04, -0.70], [0.03, 0.41, 0.33], [0.39, -0.66, -1.97], [-0.15, 0.19, -0.44], [-0.41, 0.39, 0.31], [-1.48, -0.45, 0.38], [-0.04, -0.59, 0.56], [0.62, 0.49, 0.58], [0.47, 0.45, -0.31]], "relative_energy_kcal_mol": 19.2, "orbital_gap_ev": 8.96, "spin_multiplicity": 1, "homo_ev": -12.5, "e_lumo_ev": -3.57, "charge": 1}

---

{"formula": "CBrFNO2", "method": "ωB97M-V/def2-TZVPD", "elements": ["C", "N", "O", "O", "F", "Br"], "xyz": [[-0.858, 1.535, -0.177], [0.572, -1.022, 0.042], [-0.301, 1.739, -1.128], [-1.441, 1.261, 0.788], [1.948, -0.733, 0.537], [0.079, -2.780, -0.061]], "forces_ev_per_angstrom": [[-1.71, -1.96, 3.45], [-0.56, 2.80, -0.38], [2.07, 1.37, -3.72], [-0.35, 0.53, 0.30], [0.17, -1.05, 0.11], [0.38, -1.70, 0.23]], "relative_energy_kcal_mol": 21.9, "orbital_gap_ev": 5.60, "spin_multiplicity": 1, "homo_ev": -2.0, "e_lumo_ev": 3.55, "charge": -1}